# C12H32O12S4Tl

A molecular structure, C12H32O12S4Tl in a non-equilibrium geometry (the ωB97M-V functional and the def2-TZVPD basis, the Open Molecules 2025 dataset).

Summary:
HOMO-LUMO gap   1.08 eV
E   -85528.12791 eV
Net charge   +3
LUMO level   -0.564 Ha
Max |F|   3.7 eV/Å
Energy relative to the best compared isomer or geometry (same formula, charge and spin)   288.2 kJ/mol

Last column: Mulliken charge in e.
Cartesian coordinates (Å):
Tl 24.53 12.65 -6.61  1.003
S 25.94 12.34 0.26  1.095
S 20.83 8.94 -2.49  1.114
S 19.98 16.92 -3.51  1.162
S 28.24 8.71 -10.73  1.126
O 20.27 17.15 -2.10  -0.525
O 27.61 9.47 -9.64  -0.532
O 25.70 12.46 -1.20  -0.521
O 18.36 16.53 -3.49  -0.246
O 21.72 9.95 -3.06  -0.489
O 20.86 7.61 -3.10  -0.505
O 27.39 7.27 -10.89  -0.245
O 28.47 9.38 -11.98  -0.482
O 24.81 12.31 1.23  -0.508
O 20.66 15.89 -4.32  -0.554
O 26.89 11.01 0.46  -0.233
O 19.28 9.45 -2.30  -0.224
C 21.43 8.89 -0.79  -0.867
C 17.88 11.10 -1.12  -1.161
C 27.44 10.71 1.71  -0.357
C 27.14 13.72 0.79  -0.909
C 28.94 10.49 1.48  -0.952
C 26.48 7.22 -13.21  -0.930
C 27.32 6.53 -12.14  -0.202
C 17.44 17.33 -2.74  -0.271
C 16.16 17.59 -3.59  -0.929
C 19.91 18.41 -4.50  -0.906
C 29.86 8.09 -10.04  -0.801
C 19.11 10.81 -1.93  -0.127
H 27.99 13.87 0.12  0.381
H 22.51 8.80 -0.85  0.332
H 17.09 16.66 -1.95  0.313
H 27.14 11.29 2.58  0.454
H 15.54 16.69 -3.51  0.321
H 20.84 18.41 -5.08  0.410
H 15.64 18.44 -3.16  0.335
H 30.37 9.03 -9.81  0.365
H 16.32 17.78 -4.65  0.303
H 25.44 7.31 -12.90  0.298
H 29.41 11.41 1.13  0.295
H 20.04 11.11 -1.45  0.390
H 18.99 11.48 -2.78  0.264
H 17.11 10.85 -1.85  0.315
H 19.11 18.35 -5.24  0.334
H 29.59 7.63 -9.09  0.331
H 17.83 10.43 -0.27  0.325
H 19.91 19.32 -3.90  0.339
H 26.73 14.72 0.93  0.361
H 27.03 9.72 1.90  0.323
H 17.86 18.18 -2.20  0.410
H 26.88 5.61 -11.75  0.337
H 26.53 6.66 -14.14  0.360
H 30.24 7.31 -10.71  0.341
H 29.07 9.71 0.73  0.321
H 28.28 6.18 -12.54  0.296
H 20.89 8.03 -0.39  0.373
H 29.37 10.17 2.43  0.358
H 26.84 8.24 -13.37  0.328
H 21.12 9.67 -0.09  0.371
H 27.63 13.54 1.75  0.340
H 17.65 12.14 -0.89  0.353

***

# C12H33ClI2O3P3Yb

A molecular structure, C12H33ClI2O3P3Yb in a non-equilibrium geometry (the ωB97M-V functional and the def2-TZVPD basis, the Open Molecules 2025 dataset).

Summary:
Spin multiplicity   2
HOMO-LUMO gap (alpha / beta)   4.51 / 2.77 eV
E   -107227.46029 eV
Net charge   +2
LUMO level (alpha / beta)   -0.280 / -0.344 Ha
Max |F|   2.3 eV/Å

Last column: Mulliken charge in e.
Cartesian coordinates (Å):
Yb -3.48 2.49 -2.52  0.563
I 1.16 1.56 -0.91  -0.469
I -0.55 -1.13 -0.16  0.032
Cl -5.21 2.52 -4.12  -0.330
P 1.59 -1.56 0.91  0.371
P -0.85 1.04 -2.95  0.472
P -2.82 2.06 0.19  0.897
O 1.88 -0.48 2.00  -0.121
O 1.53 -2.95 1.65  -0.150
O 2.71 -1.61 -0.17  -0.091
C 4.40 -3.34 0.46  -1.035
C -2.10 1.64 1.81  -0.958
C -2.31 0.04 -3.49  -1.042
C 0.67 -3.11 2.89  -0.134
C -4.52 1.37 0.41  -1.181
C 0.81 -4.56 3.26  -1.238
C 0.39 -0.09 -3.70  -1.354
C 2.99 0.52 2.03  -0.249
C 4.17 -1.97 -0.11  -0.115
C -0.91 2.34 -4.26  -1.161
C 2.49 1.69 2.81  -1.172
C -3.23 3.82 0.51  -1.498
H 4.11 -3.39 1.51  0.268
H -1.98 -0.47 -4.41  0.457
H -1.07 2.00 1.86  0.170
H -1.91 2.76 -4.46  0.455
H -0.55 1.87 -5.19  0.369
H -5.18 1.53 -0.46  0.489
H 4.67 -1.18 0.47  0.242
H 3.28 2.44 2.87  0.388
H 1.40 0.34 -3.66  0.456
H 5.46 -3.58 0.39  0.421
H -4.96 1.85 1.29  0.362
H 0.24 -4.77 4.17  0.403
H -2.71 2.12 2.59  0.451
H -4.44 0.29 0.58  0.322
H -2.09 0.55 1.94  0.325
H 0.44 -5.21 2.46  0.311
H 1.61 2.14 2.33  0.130
H 3.25 0.78 0.99  0.357
H 0.11 -0.26 -4.74  0.527
H -0.36 -2.83 2.62  0.334
H -0.23 3.16 -3.99  0.333
H -3.62 3.87 1.53  0.402
H -3.99 4.23 -0.17  0.552
H -2.32 4.43 0.44  0.389
H 4.49 -1.90 -1.15  0.280
H 0.41 -1.04 -3.16  0.407
H -2.52 -0.73 -2.74  0.289
H 1.87 -4.79 3.45  0.321
H 2.24 1.41 3.83  0.361
H 3.87 -4.11 -0.11  0.294
H 3.84 0.02 2.50  0.367
H -3.24 0.58 -3.76  0.457
H 1.06 -2.42 3.65  0.274

***

# C12H33KN3O3

A molecular structure, C12H33KN3O3 in a non-equilibrium geometry (the ωB97M-V functional and the def2-TZVPD basis, the Open Molecules 2025 dataset).

Summary:
HOMO-LUMO gap   6.83 eV
E   -39908.20598 eV
Net charge   +1
LUMO level   -0.152 Ha
Max |F|   3.3 eV/Å
Energy relative to the best compared isomer or geometry (same formula, charge and spin)   340.4 kJ/mol

Last column: Mulliken charge in e.
Cartesian coordinates (Å):
K 14.36 7.05 3.30  0.991
O 16.28 10.24 -5.47  -0.323
O 11.84 11.29 5.05  -0.304
O 18.56 -0.32 6.86  -0.322
N 16.02 1.05 5.72  -0.675
N 15.17 9.55 -2.73  -0.696
N 13.90 10.74 7.09  -0.678
C 11.90 11.89 6.30  -0.732
C 11.15 12.13 4.10  -0.836
C 19.53 -1.34 6.87  -0.748
C 16.31 10.48 -3.01  0.238
C 15.83 10.84 -6.69  -0.771
C 12.26 11.48 8.83  -1.244
C 17.58 9.58 -2.91  -1.288
C 16.12 11.17 -4.41  -0.693
C 17.21 -0.85 6.93  -0.804
C 16.07 0.28 6.89  0.326
C 12.45 10.93 7.38  0.218
C 14.63 -0.36 6.93  -1.525
H 17.02 -1.64 6.21  0.358
H 12.03 9.93 7.29  0.286
H 14.58 -1.07 6.11  0.386
H 20.55 -0.96 6.97  0.267
H 12.88 10.98 9.57  0.420
H 14.77 10.71 -6.90  0.267
H 10.83 12.11 6.40  0.393
H 12.53 12.54 8.77  0.325
H 14.32 -0.75 7.90  0.387
H 16.39 11.15 -2.15  0.377
H 11.18 11.44 8.99  0.323
H 17.09 -1.51 7.79  0.496
H 14.37 10.06 -2.39  0.222
H 16.96 1.07 5.36  0.302
H 14.31 11.65 7.25  0.291
H 17.36 8.83 -3.67  0.273
H 16.41 10.27 -7.41  0.249
H 16.06 0.94 7.76  0.263
H 14.83 9.03 -3.53  0.260
H 16.20 11.87 -6.72  0.356
H 16.94 11.87 -4.53  0.397
H 10.25 12.64 4.42  0.325
H 11.79 12.89 3.65  0.337
H 13.93 0.46 6.73  0.399
H 17.49 8.98 -2.01  0.385
H 19.40 -2.08 6.08  0.315
H 12.35 12.87 6.21  0.351
H 19.35 -1.95 7.76  0.313
H 15.21 11.76 -4.48  0.413
H 18.53 10.08 -3.10  0.335
H 14.09 10.23 7.95  0.271
H 15.49 0.52 5.04  0.262
H 10.82 11.55 3.23  0.260

***

# C12H33N6O7

7 unconnected molecules or ions with the total composition C12H33N6O7 in a non-equilibrium geometry (the ωB97M-V functional and the def2-TZVPD basis, the Open Molecules 2025 dataset).

Summary:
HOMO-LUMO gap   10.17 eV
E   -36251.03619 eV
Net charge   +1
LUMO level   -0.070 Ha
Max |F|   2.0 eV/Å

Last column: Mulliken charge in e.
Cartesian coordinates (Å):
O -9.92 9.48 11.54  -0.017
O -11.20 7.41 12.58  -0.861
O -12.93 10.19 12.14  -0.763
O -11.71 7.74 9.66  -0.617
O -7.73 10.68 12.26  -0.785
O -8.39 7.93 10.05  -0.916
O -9.14 9.96 17.09  -0.599
N -6.31 9.02 11.71  -0.214
N -9.32 7.04 8.23  -0.293
N -13.04 8.12 13.66  -0.275
N -13.89 8.14 10.16  -0.398
N -12.55 11.23 14.12  -0.294
N -9.94 11.73 15.99  -0.290
C -13.28 6.24 8.72  -1.192
C -6.92 7.59 8.18  -1.293
C -6.60 10.19 12.30  0.725
C -12.12 7.18 13.36  0.740
C -12.90 7.45 9.52  0.714
C -11.90 12.35 12.05  -1.268
C -9.88 11.74 18.46  -0.947
C -12.26 5.83 14.00  -1.249
C -12.55 11.19 12.76  0.821
C -8.24 7.51 8.88  0.714
C -5.52 10.82 13.13  -1.176
C -9.53 11.11 17.14  0.654
H -13.35 5.34 9.34  0.286
H -10.73 11.19 18.86  0.258
H -9.80 11.12 15.19  0.069
H -14.24 6.37 8.23  0.381
H -9.03 11.74 19.14  0.290
H -9.30 6.70 7.29  0.193
H -6.62 6.57 7.91  0.382
H -5.96 11.60 13.74  0.305
H -12.19 12.02 14.62  0.201
H -6.95 8.20 7.28  0.359
H -10.45 8.70 11.87  0.555
H -7.05 8.56 11.18  0.298
H -9.52 9.29 10.66  0.383
H -4.84 11.38 12.48  0.318
H -10.85 12.43 12.33  0.281
H -12.36 13.30 12.36  0.446
H -5.42 8.57 11.84  0.185
H -13.22 5.66 14.48  0.422
H -10.27 12.76 18.40  0.317
H -14.57 7.58 10.65  0.234
H -12.50 6.10 7.98  0.302
H -6.13 8.00 8.80  0.278
H -10.23 12.67 15.83  0.231
H -13.02 9.01 13.17  0.272
H -10.19 7.21 8.76  0.438
H -12.08 5.08 13.24  0.298
H -11.55 5.72 14.82  0.299
H -9.26 9.80 12.20  0.483
H -13.02 10.48 14.60  0.178
H -12.03 12.27 10.98  0.305
H -13.65 7.96 14.44  0.184
H -4.94 10.14 13.75  0.394
H -13.55 8.98 10.63  0.257

***

# C12H33NO4P

3 unconnected molecules or ions with the total composition C12H33NO4P in a non-equilibrium geometry (the ωB97M-V functional and the def2-TZVPD basis, the Open Molecules 2025 dataset).

Summary:
HOMO-LUMO gap   6.03 eV
E   -31946.56901 eV
Net charge   -1
LUMO level   0.100 Ha
Max |F|   2.1 eV/Å

Last column: Mulliken charge in e.
Cartesian coordinates (Å):
P -2.45 1.59 1.88  0.016
O -3.80 -1.94 1.85  -0.462
O 3.70 -0.79 -2.39  -0.511
O -1.66 3.10 1.45  -0.460
O -1.75 0.86 0.42  -0.338
N 0.62 3.12 1.06  -0.196
C -4.66 -3.06 1.95  0.345
C -5.92 -2.84 1.12  -1.306
C -3.94 -4.33 1.54  -1.263
C 3.73 2.04 1.52  -0.403
C 2.59 1.71 0.55  -0.004
C 3.17 -1.60 -4.60  -1.427
C -0.70 3.04 0.43  -0.140
C 2.68 -0.83 -3.39  0.499
C -0.89 1.69 -0.28  0.364
C 1.40 -1.42 -2.82  -1.155
C 5.08 1.42 1.14  -1.167
C 1.76 2.94 0.14  -1.134
H 2.50 0.21 -3.67  0.271
H 3.88 -1.69 -2.11  0.320
H -3.62 -4.27 0.50  0.328
H 2.42 -1.61 -5.40  0.372
H -4.94 -3.12 3.01  0.256
H 1.07 -0.86 -1.95  0.235
H -3.62 1.89 1.07  -0.076
H -4.58 -5.21 1.65  0.370
H -2.94 0.31 2.29  -0.240
H 0.60 -1.43 -3.56  0.367
H 0.04 1.13 -0.40  -0.293
H 4.09 -1.15 -5.00  0.337
H 5.23 1.36 0.07  0.337
H 2.95 1.16 -0.33  0.022
H -3.53 -1.83 0.93  0.282
H -1.27 1.28 2.68  -0.045
H 5.88 2.04 1.54  0.347
H 1.58 -2.45 -2.49  0.338
H 3.40 -2.63 -4.33  0.352
H 3.46 1.73 2.52  0.244
H -3.06 2.21 3.05  0.001
H 3.86 3.13 1.55  0.322
H 1.88 1.06 1.06  0.270
H -6.62 -3.67 1.22  0.399
H 0.71 4.01 1.53  0.237
H 5.17 0.44 1.60  0.280
H -3.05 -4.48 2.15  0.314
H -6.42 -1.92 1.43  0.318
H 2.38 3.83 0.16  0.605
H -5.66 -2.73 0.06  0.338
H -1.22 1.90 -1.32  0.125
H -0.97 3.90 -0.18  0.134
H 1.42 2.77 -0.89  0.273